# 1
{"formula": "C26H35CrO5S", "method": "the ωB97M-V functional and the def2-TZVPD basis", "species": ["O", "C", "C", "H", "H", "C", "H", "H", "C", "H", "H", "H", "C", "H", "H", "H", "Cr", "C", "C", "C", "H", "C", "C", "H", "H", "H", "H", "C", "C", "C", "H", "C", "C", "H", "H", "H", "H", "O", "C", "C", "H", "H", "C", "H", "H", "C", "H", "H", "H", "H", "C", "C", "C", "C", "C", "C", "C", "S", "O", "O", "O", "H", "H", "H", "H", "H", "H", "H"], "xyz": [[-0.284660, -0.373079, -4.642895], [-0.251141, 0.821654, -5.510886], [0.059920, 0.112257, -6.820423], [0.559836, 1.514507, -5.260308], [-1.216662, 1.354702, -5.611016], [-0.003940, -1.134845, -5.882163], [1.019171, 0.304352, -7.340397], [-0.795582, 0.124138, -7.520845], [1.250986, -1.991637, -5.847387], [2.104989, -1.450946, -5.395847], [1.489222, -2.194321, -6.910153], [0.997679, -2.947255, -5.343584], [-1.219496, -1.871632, -6.419435], [-2.133861, -1.249888, -6.389997], [-1.382814, -2.825032, -5.907449], [-0.965214, -2.094199, -7.475896], [-0.635520, -0.934478, -1.753567], [-2.121244, -1.299096, -0.207023], [-1.970393, 0.131459, -0.226472], [-2.157271, 0.617401, -1.599849], [-2.079274, 0.820335, 0.599399], [-2.630563, -0.489236, -2.390001], [-2.579521, -1.673872, -1.553663], [-2.814986, -2.701166, -1.819690], [-2.079647, -1.942086, 0.679885], [-2.160602, 1.660481, -1.908958], [-2.958549, -0.437622, -3.414734], [0.782508, -1.949903, -0.388640], [0.360015, -2.795004, -1.508232], [1.139312, -2.400990, -2.677027], [-0.341499, -3.614150, -1.468602], [2.018750, -1.360378, -2.297896], [1.736200, -0.984994, -0.937068], [2.294073, -0.266429, -0.331373], [0.581704, -2.158369, 0.663268], [1.245714, -2.994122, -3.586220], [2.858690, -1.084609, -2.933115], [2.603588, 3.010573, -4.044132], [1.646669, 2.368026, -2.967217], [0.221041, 2.898004, -3.219501], [1.886146, 2.647771, -1.917501], [1.586124, 1.248050, -2.838991], [0.470265, 4.178843, -4.094397], [-0.429416, 3.010124, -2.307427], [-0.206632, 2.003288, -3.730709], [2.012470, 4.216860, -4.559794], [0.200708, 5.006822, -3.395548], [-0.126099, 4.055184, -5.029292], [2.536551, 5.132197, -4.177851], [2.179888, 4.296359, -5.665129], [0.369682, 3.248457, 7.440511], [0.412063, 2.822681, 5.996381], [0.965944, 1.565930, 5.685955], [1.013168, 1.092239, 4.382454], [0.583558, 1.905132, 3.324673], [-0.174055, 3.035695, 3.638378], [-0.215258, 3.524802, 4.949454], [0.718741, 1.249377, 1.653837], [2.147032, 1.297938, 1.327443], [0.174794, -0.094669, 1.886786], [-0.135132, 2.125350, 0.864817], [-0.164269, 2.512739, 8.055046], [1.381672, 3.305727, 7.849360], [-0.093940, 4.223273, 7.591932], [1.345471, 0.925848, 6.494549], [1.478994, 0.139946, 4.131317], [-0.657289, 3.596603, 2.836256], [-0.727208, 4.468686, 5.181781]], "forces_ev_per_angstrom": [[0.31, 0.90, -2.47], [0.11, 1.16, -0.40], [0.10, -0.57, 0.69], [-0.32, -0.26, 0.24], [0.38, -0.20, 0.73], [-0.30, -0.14, -1.14], [-0.53, 0.06, 0.52], [0.72, 0.07, 0.16], [-0.44, -0.13, -0.38], [-0.53, -0.46, -0.03], [0.03, -0.08, 0.48], [0.61, 0.62, -0.39], [0.07, -0.90, 0.10], [0.49, -0.30, 0.07], [-0.23, 0.09, 0.07], [-0.37, -0.03, 0.47], [2.94, 0.70, -0.81], [-1.80, 1.97, -0.71], [-1.80, -0.48, -0.82], [-0.99, -1.26, 1.00], [1.11, -0.34, 0.10], [-0.66, -0.42, 1.21], [-0.38, 0.72, 0.41], [0.06, 0.31, -0.24], [0.16, 0.37, -0.60], [0.12, -0.36, 0.15], [0.17, -0.13, -0.12], [1.55, -0.52, -1.69], [1.68, 0.64, 0.19], [0.64, -0.77, 1.32], [0.11, -0.13, 0.07], [-1.25, -0.84, 0.01], [-0.47, -1.59, 0.68], [-0.40, -0.18, -0.28], [-0.27, 0.69, -0.52], [-0.38, 0.44, 0.56], [-0.37, 0.61, 0.21], [-1.85, -1.24, 1.58], [0.15, 0.90, 1.30], [0.63, -1.22, -0.80], [0.84, 0.43, -0.84], [0.94, 0.94, -1.36], [0.04, -0.65, -0.21], [1.19, 0.37, -0.69], [-0.43, 1.59, 0.19], [-0.81, -0.14, 1.18], [0.13, -0.13, -1.31], [-0.02, 0.83, 0.85], [-0.40, -0.75, 0.21], [-0.50, -0.57, 0.73], [0.16, 0.03, 0.12], [-0.60, -0.55, -0.67], [-0.06, -0.05, 0.12], [0.77, 0.62, -0.24], [-1.00, -0.16, 0.64], [0.71, 0.46, -0.22], [0.31, -0.22, 0.66], [-0.06, -0.19, 1.16], [-0.76, -0.05, 0.02], [0.44, 0.40, -0.57], [0.31, 0.09, -0.34], [-0.01, 0.13, -0.15], [0.01, 0.04, -0.01], [-0.08, -0.01, -0.12], [-0.11, 0.33, -0.27], [-0.17, 0.16, 0.18], [0.20, -0.22, 0.15], [0.14, -0.42, -0.18]], "mulliken_charge": [0.109, -0.217, -0.874, -0.003, 0.229, 1.685, 0.332, 0.341, -1.796, 0.249, 0.501, 0.386, -1.822, 0.383, 0.365, 0.431, 0.539, -1.166, 0.167, -0.823, 0.712, -0.271, -0.675, 0.433, 0.465, 0.660, 0.414, -0.597, -1.534, 0.188, 0.612, -0.658, -0.781, 0.654, 0.583, 0.711, 0.359, -0.464, 0.051, 0.692, 0.372, -0.329, -0.705, 0.277, -0.738, -0.466, 0.356, 0.208, 0.285, 0.270, -1.392, 0.925, -0.580, -0.540, -0.448, -0.200, -0.677, 1.783, -0.789, -0.676, -0.756, 0.289, 0.324, 0.346, 0.286, 0.356, 0.404, 0.245], "homo_lumo_gap_ev": [5.21, 7.43], "charge": -1, "spin_multiplicity": 5, "e_above_lowest_kj_mol": 211.7}

# 2
{"formula": "C3H5NOS", "method": "the ωB97M-V functional and the def2-TZVPD basis", "species": ["C", "C", "C", "N", "O", "S", "H", "H", "H", "H", "H"], "xyz": [[-0.048386, -0.966304, -0.290983], [0.516793, 0.168263, 0.566543], [-0.187247, 1.453270, 0.180138], [-0.219189, -2.082757, 0.195990], [-0.444366, -0.573376, -1.500638], [-0.323613, 1.121589, -1.627886], [0.379347, -0.313232, 1.468262], [1.607390, 0.370339, 0.508558], [-1.182755, 1.465828, 0.626909], [0.463614, 2.257334, 0.283022], [-0.561588, -2.900955, -0.409915]], "forces_ev_per_angstrom": [[0.47, 0.93, -0.11], [1.03, -0.19, -1.13], [-0.64, -3.41, -0.91], [-0.28, -3.95, 0.45], [-0.03, -2.97, -0.02], [-0.46, 5.63, -1.47], [-0.48, 0.02, 2.71], [-0.50, -0.67, -0.53], [0.05, 0.70, -0.18], [0.41, 1.73, 0.38], [0.44, 2.17, 0.80]], "mulliken_charge": [0.446, -0.496, -0.473, -0.598, -0.353, -0.059, 0.334, 0.246, 0.319, 0.345, 0.287], "homo_lumo_gap_ev": [6.63, 8.04], "spin_multiplicity": 3, "e_above_lowest_kj_mol": 48.2}

# 3
{"formula": "CH3N2O2S", "method": "the ωB97M-V functional and the def2-TZVPD basis", "species": ["C", "N", "N", "O", "O", "S", "H", "H", "H"], "xyz": [[1.356623, -1.104115, -1.590471], [0.958411, -0.856328, -0.358835], [-1.334837, 0.625334, 0.249077], [-0.109150, -0.392516, 2.146177], [1.022358, 1.401472, 0.752040], [0.042183, 0.429372, 1.015928], [1.642548, -1.802690, -2.353979], [-2.326091, 0.261793, 0.507443], [-1.252046, 1.437677, -0.367379]], "forces_ev_per_angstrom": [[-0.80, 2.59, 1.55], [0.35, -1.78, -1.41], [-0.69, 0.51, 0.15], [0.37, 0.12, -0.52], [-0.30, 0.38, -0.04], [-1.14, -1.03, 0.14], [0.10, -1.04, 0.38], [2.64, 0.58, -0.20], [-0.54, -0.33, -0.04]], "mulliken_charge": [0.135, -0.221, -0.350, -0.397, -0.387, 1.183, 0.401, 0.334, 0.303], "homo_lumo_gap_ev": [8.33, 7.95], "charge": 1, "spin_multiplicity": 3, "e_above_lowest_kj_mol": 320.3}

# 4
{"formula": "C33H37BrIrN8OS", "method": "the ωB97M-V functional and the def2-TZVPD basis", "species": ["Ir", "C", "N", "C", "C", "N", "N", "C", "N", "N", "H", "H", "H", "H", "H", "H", "H", "H", "H", "H", "H", "C", "C", "C", "C", "N", "C", "C", "C", "C", "C", "C", "N", "H", "H", "H", "H", "H", "H", "H", "H", "O", "S", "C", "C", "C", "C", "C", "C", "C", "C", "C", "C", "C", "C", "C", "C", "H", "H", "H", "H", "H", "H", "H", "H", "H", "H", "H", "H", "H", "H", "Br", "C", "C", "C", "C", "N", "C", "H", "H", "H", "H"], "xyz": [[-0.169552, -0.029040, 0.001836], [-2.023739, 2.743449, 3.715544], [-2.178973, 3.282321, 2.365703], [-2.647140, 4.665530, 2.230676], [-1.729146, 2.584520, 1.319366], [-1.107350, 1.436719, 1.413250], [-1.967108, 3.147819, 0.082337], [-1.581388, 2.705544, -1.159095], [-1.950308, 3.507851, -2.167991], [-0.927678, 1.594028, -1.335640], [-2.703858, 3.263790, 4.381078], [-1.004676, 2.874720, 4.088432], [-2.293478, 1.687235, 3.746539], [-2.945297, 5.032814, 3.205818], [-3.529536, 4.740724, 1.590087], [-1.857538, 5.321684, 1.858345], [-0.961033, 1.149353, 2.371039], [-2.509247, 3.996269, 0.087380], [-2.391160, 4.399443, -2.013676], [-1.708610, 3.294834, -3.121043], [-0.686019, 1.436632, -2.307373], [3.729920, 0.310287, 2.133578], [3.562406, -0.434284, 3.290334], [2.379559, -1.135023, 3.483665], [1.385631, -1.073474, 2.518381], [1.557244, -0.330406, 1.411263], [2.696346, 0.337132, 1.215221], [0.094930, -1.788046, 2.626076], [-0.212811, -2.668676, 3.654356], [-1.468866, -3.256799, 3.693399], [-2.389964, -2.961714, 2.699250], [-2.005456, -2.100031, 1.688836], [-0.797404, -1.535277, 1.653492], [4.639115, 0.862381, 1.944117], [4.344989, -0.476582, 4.036120], [2.239979, -1.717828, 4.381455], [2.777203, 0.886468, 0.286102], [0.513960, -2.912494, 4.414529], [-1.723866, -3.938583, 4.493864], [-3.380113, -3.394400, 2.702037], [-2.682127, -1.852866, 0.879953], [1.578093, -0.324753, -1.480764], [1.738596, -1.121114, -2.773595], [2.895267, -0.142647, -3.824313], [4.237144, 0.104666, -3.220885], [4.382270, 1.020647, -2.178129], [5.630667, 1.267682, -1.632413], [6.749142, 0.606989, -2.125949], [6.613266, -0.300099, -3.167796], [5.362656, -0.555467, -3.708661], [2.842702, -2.504723, -2.318060], [3.024594, -3.448140, -3.473366], [1.918970, -3.953590, -4.161986], [2.087548, -4.871998, -5.183228], [3.364868, -5.296129, -5.528451], [4.468916, -4.788729, -4.858525], [4.301121, -3.863319, -3.839960], [2.350659, 0.783417, -4.014098], [2.949008, -0.727380, -4.744423], [3.512906, 1.556710, -1.814783], [5.742493, 1.995572, -0.838686], [7.726343, 0.814099, -1.711130], [7.487114, -0.795176, -3.569528], [5.258904, -1.256278, -4.529243], [2.324117, -2.976116, -1.478492], [3.786550, -2.083303, -1.973124], [0.925817, -3.614182, -3.891543], [1.230794, -5.263672, -5.716037], [3.499908, -6.019273, -6.321160], [5.461047, -5.122979, -5.130257], [5.163969, -3.475341, -3.310795], [-0.782840, -5.714014, -1.658198], [-1.325652, -3.937179, -1.968930], [-2.260713, -3.619429, -2.945251], [-2.614396, -2.288573, -3.105737], [-2.041744, -1.331191, -2.287820], [-1.136756, -1.645278, -1.354157], [-0.776528, -2.922026, -1.202648], [-2.702612, -4.394591, -3.557289], [-3.335068, -1.994757, -3.855996], [-2.327007, -0.291386, -2.364523], [-0.033174, -3.155176, -0.449313]], "forces_ev_per_angstrom": [[-0.09, -0.14, -0.04], [0.07, -0.09, 0.09], [0.00, 0.00, -0.03], [-0.05, 0.14, -0.10], [-0.01, 0.06, 0.18], [0.28, -0.47, -0.28], [0.01, 0.05, -0.17], [-0.05, 0.13, -0.04], [0.02, 0.01, 0.06], [0.29, -0.56, 0.19], [-0.01, 0.03, -0.01], [-0.01, 0.00, -0.03], [-0.05, 0.03, -0.03], [0.01, -0.04, 0.04], [-0.02, -0.05, 0.04], [0.01, -0.04, 0.00], [0.00, 0.07, 0.02], [-0.01, 0.01, 0.04], [-0.01, 0.02, 0.00], [0.03, -0.05, 0.01], [0.06, 0.06, 0.01], [-0.06, -0.03, 0.07], [0.01, 0.01, -0.06], [-0.10, -0.03, -0.07], [0.22, 0.06, 0.11], [-0.24, 0.17, -0.33], [0.17, 0.05, -0.07], [-0.16, -0.13, 0.09], [0.02, 0.02, -0.05], [0.00, 0.01, -0.03], [0.07, 0.03, 0.02], [-0.17, -0.10, 0.02], [0.08, 0.29, -0.20], [-0.01, 0.00, -0.02], [-0.01, 0.00, 0.00], [0.01, -0.02, 0.00], [0.00, -0.04, 0.04], [0.01, 0.05, 0.02], [0.01, -0.01, -0.01], [0.00, 0.01, -0.03], [0.03, 0.01, 0.01], [-0.29, 0.67, 1.15], [0.59, -0.59, -0.90], [-0.23, -0.17, 0.25], [0.12, 0.07, 0.15], [-0.05, -0.04, -0.06], [0.05, -0.02, 0.03], [-0.03, -0.02, -0.01], [0.08, 0.03, 0.07], [-0.14, 0.01, -0.06], [-0.34, 0.14, -0.04], [-0.10, -0.10, -0.21], [0.12, 0.13, 0.14], [0.04, -0.05, -0.10], [-0.01, 0.04, 0.01], [-0.02, -0.07, -0.07], [-0.01, 0.06, 0.13], [-0.06, -0.05, -0.07], [-0.03, 0.04, -0.04], [0.01, 0.05, -0.05], [0.00, 0.02, -0.02], [0.00, 0.00, -0.01], [-0.01, -0.02, 0.00], [0.02, 0.04, 0.00], [0.03, 0.02, 0.02], [-0.03, 0.08, 0.06], [-0.09, -0.08, -0.01], [-0.01, 0.02, 0.03], [-0.01, 0.00, 0.00], [0.01, 0.02, 0.02], [0.00, -0.03, -0.01], [-0.06, 0.28, -0.07], [0.12, -0.21, 0.02], [0.03, 0.01, 0.04], [0.02, -0.02, 0.01], [-0.10, -0.03, -0.06], [-0.02, 0.36, 0.15], [0.08, -0.18, 0.01], [0.00, 0.00, 0.00], [-0.02, 0.00, 0.02], [0.02, -0.01, 0.01], [-0.04, 0.05, 0.03]], "mulliken_charge": [2.974, -1.102, 0.078, -1.048, 0.550, -0.272, 0.027, 0.527, -0.392, -0.526, 0.335, 0.383, 0.433, 0.299, 0.403, 0.421, 0.017, 0.099, 0.172, 0.210, 0.074, -0.913, -0.598, -1.104, 0.629, 0.092, 0.085, 0.843, -0.817, -0.699, -0.918, -0.534, 0.458, 0.485, 0.490, 0.422, 0.294, 0.511, 0.482, 0.494, 0.515, -1.088, 0.201, -1.423, 0.107, -0.014, -0.839, -0.514, -0.793, -0.256, -0.868, 0.212, 0.144, -0.932, -0.447, -0.818, -0.450, 0.612, 0.594, 0.576, 0.503, 0.432, 0.446, 0.545, 0.609, 0.617, 0.313, 0.435, 0.415, 0.435, 0.513, -0.040, -0.778, -0.194, -0.933, -0.506, 0.510, -0.286, 0.539, 0.486, 0.445, 0.612], "homo_lumo_gap_ev": [7.24, 5.02], "charge": 3, "spin_multiplicity": 5, "e_above_lowest_kj_mol": 0.0}

no.,E (eV)
1,-77020.0619
2,-17560.1776
3,-18980.4487
4,-132482.0700